# 1
A molecular structure, C43H50ClNO2ReSi. Source: the OMol25 dataset; level of theory: the ωB97M-V functional and the def2-TZVPD basis.

Atoms and positions in Å:
Re  -0.472  -0.153  -0.556
O  1.331  -0.014  -0.819
C  2.611  0.530  -0.501
C  2.562  0.844  1.019
C  1.800  2.114  1.288
C  2.469  3.233  1.754
C  1.774  4.428  1.864
C  0.448  4.454  1.489
C  -0.162  3.282  1.032
C  -1.581  3.433  0.526
C  -2.474  2.194  0.323
O  -1.725  1.255  -0.421
C  -2.905  1.670  1.701
C  -4.082  2.134  2.287
C  -4.447  1.731  3.563
C  -3.645  0.852  4.275
C  -2.469  0.394  3.704
C  -2.099  0.808  2.433
C  -3.717  2.559  -0.508
C  -4.598  1.540  -0.869
C  -5.738  1.808  -1.605
C  -6.035  3.110  -1.988
C  -5.181  4.133  -1.620
C  -4.032  3.859  -0.885
N  0.505  2.136  0.953
C  3.710  -0.449  -0.899
C  4.590  -1.028  0.003
C  5.557  -1.924  -0.434
C  5.650  -2.253  -1.775
C  4.776  -1.672  -2.686
C  3.824  -0.767  -2.251
C  2.801  1.827  -1.292
C  4.062  2.421  -1.265
C  4.285  3.638  -1.887
C  3.248  4.276  -2.554
C  1.997  3.682  -2.595
C  1.771  2.466  -1.964
H  3.574  0.958  1.404
H  2.098  -0.013  1.515
H  3.519  3.166  2.003
H  2.266  5.325  2.219
H  -0.127  5.370  1.535
H  -1.495  3.961  -0.427
H  -2.098  4.109  1.211
H  -4.730  2.807  1.741
H  -5.370  2.099  3.994
H  -3.936  0.526  5.266
H  -1.830  -0.296  4.244
H  -1.176  0.452  2.006
H  -4.396  0.524  -0.562
H  -6.401  0.996  -1.875
H  -6.927  3.321  -2.563
H  -5.403  5.155  -1.900
H  -3.401  4.689  -0.605
H  4.521  -0.814  1.061
H  6.231  -2.375  0.284
H  6.399  -2.957  -2.114
H  4.841  -1.922  -3.737
H  3.143  -0.313  -2.961
H  4.879  1.920  -0.760
H  5.270  4.085  -1.856
H  3.419  5.225  -3.046
H  1.182  4.164  -3.123
H  0.783  2.022  -2.009
Cl  -3.202  -2.697  -0.566
C  -2.458  -1.071  -0.559
H  -2.952  -0.595  0.287
H  -2.869  -0.601  -1.457
C  1.960  -2.890  0.248
Si  0.081  -2.647  -0.038
C  -0.505  -3.189  1.772
C  -1.975  -3.160  2.207
C  0.015  -4.601  2.084
C  0.194  -2.206  2.741
C  -0.013  -3.678  -1.727
C  0.622  -5.064  -1.512
C  0.887  -2.888  -2.708
C  -1.306  -3.913  -2.516
H  2.100  -3.957  0.435
H  2.363  -2.370  1.116
H  2.589  -2.635  -0.598
H  -2.562  -3.955  1.756
H  -2.464  -2.210  1.992
H  -2.005  -3.303  3.293
H  -0.368  -5.339  1.375
H  -0.328  -4.901  3.081
H  1.103  -4.662  2.085
H  -0.199  -1.195  2.621
H  1.276  -2.164  2.634
H  -0.011  -2.520  3.771
H  1.692  -5.009  -1.311
H  0.495  -5.666  -2.418
H  0.149  -5.610  -0.692
H  1.910  -2.753  -2.366
H  0.466  -1.899  -2.922
H  0.933  -3.431  -3.658
H  -1.988  -4.602  -2.019
H  -1.028  -4.360  -3.477
H  -1.846  -2.993  -2.729

As for the HOMO-LUMO gap (spin up / spin down): 7.570 / 7.834 eV. As for the multiplicity: 2. Its total energy is -73515.6614 eV. The LUMO energy (spin up / spin down) comes out at -0.253 / 0.082 eV.

These are the Löwdin partial charges, in e, on atoms 1 to 6:
1 Re 1.46
2 O -0.38
3 C -0.39
4 C -0.04
5 C -0.26
6 C -0.01

# 2
A molecular structure, C43H50F6GeN6O2S2Ti. Source: the OMol25 dataset; level of theory: the ωB97M-V functional and the def2-TZVPD basis.

Atoms and positions in Å:
Ti  -0.098  0.530  -0.272
C  4.506  1.224  -0.409
C  3.247  0.565  0.106
O  2.224  0.539  -0.578
N  3.341  0.000  1.322
C  2.117  -0.333  2.090
C  1.401  0.859  2.575
C  1.664  1.447  3.787
C  1.205  2.713  4.140
C  0.634  3.441  3.062
C  0.391  2.898  1.848
N  0.488  1.474  1.633
H  4.474  1.273  -1.493
H  5.394  0.681  -0.088
H  4.546  2.239  -0.014
H  4.115  0.331  1.884
H  2.435  -0.968  2.921
H  1.504  -0.960  1.431
H  2.284  0.875  4.479
H  1.406  3.159  5.102
H  0.442  4.506  3.163
H  0.049  3.468  1.000
S  -0.808  -2.696  -1.600
C  -1.556  -3.303  -0.148
N  -1.253  -4.652  0.277
C  -1.985  -5.089  1.458
C  -3.347  -4.408  1.534
N  -3.119  -2.995  1.623
C  -4.045  -2.185  2.365
C  -4.256  -2.727  3.758
C  -3.184  -3.222  4.498
C  -3.370  -3.706  5.781
C  -4.639  -3.714  6.350
C  -5.716  -3.243  5.616
C  -5.522  -2.762  4.327
C  -2.387  -2.475  0.540
S  -2.640  -0.830  0.061
C  -1.319  -5.636  -0.779
C  -0.563  -6.893  -0.429
C  0.685  -6.818  0.186
C  1.396  -7.968  0.483
C  0.871  -9.218  0.177
C  -0.376  -9.305  -0.421
C  -1.087  -8.147  -0.714
H  -1.427  -4.859  2.372
H  -2.106  -6.175  1.413
H  -3.895  -4.753  2.412
H  -3.933  -4.666  0.633
H  -5.031  -2.089  1.878
H  -3.625  -1.175  2.399
H  -2.204  -3.234  4.039
H  -2.522  -4.078  6.343
H  -4.785  -4.093  7.354
H  -6.712  -3.255  6.043
H  -6.367  -2.400  3.752
H  -0.887  -5.182  -1.675
H  -2.360  -5.915  -1.034
H  1.075  -5.843  0.442
H  2.366  -7.888  0.959
H  1.427  -10.117  0.413
H  -0.803  -10.273  -0.652
H  -2.067  -8.216  -1.173
N  -1.687  0.526  -3.133
C  -1.193  0.548  -2.086
C  2.047  -4.209  -2.154
Ge  2.124  -2.652  -0.941
C  2.496  -3.427  0.839
C  3.823  -1.851  -1.592
C  0.509  -1.529  -1.075
H  3.015  -4.716  -2.105
H  1.880  -3.872  -3.178
H  1.265  -4.917  -1.904
H  2.971  -4.400  0.700
H  1.578  -3.564  1.411
H  3.172  -2.789  1.407
H  4.329  -2.590  -2.214
H  4.490  -1.584  -0.775
H  3.631  -0.964  -2.192
H  0.717  -1.035  -2.044
C  1.220  2.409  -3.180
C  0.690  3.180  -1.967
O  0.317  2.399  -0.924
C  -0.472  4.111  -2.415
F  -1.103  4.685  -1.381
F  -0.019  5.133  -3.193
F  -1.391  3.475  -3.136
C  1.828  4.116  -1.453
F  2.757  3.418  -0.792
F  1.395  5.076  -0.622
F  2.492  4.757  -2.450
H  0.448  1.717  -3.508
H  2.092  1.839  -2.863
H  1.492  3.075  -4.000
C  -2.771  2.592  0.390
C  -2.801  2.100  1.804
C  -3.815  2.532  2.649
C  -3.920  2.061  3.949
C  -3.008  1.126  4.400
C  -1.976  0.669  3.582
C  -1.081  -0.405  4.129
C  -1.855  1.182  2.286
N  -0.776  0.780  1.455
H  -3.460  3.429  0.265
H  -3.067  1.804  -0.307
H  -1.777  2.927  0.095
H  -4.537  3.246  2.269
H  -4.718  2.407  4.596
H  -3.094  0.716  5.401
H  -1.672  -1.082  4.743
H  -0.300  0.029  4.753
H  -0.598  -0.965  3.328

As for the HOMO-LUMO gap: 4.552 eV. As for the net charge: -2. Its total energy is -176046.4451 eV. The LUMO energy comes out at 4.033 eV.

These are the Löwdin partial charges, in e, on atoms 1 to 6:
1 Ti 0.90
2 C 0.00
3 C -0.53
4 O -0.06
5 N 0.10
6 C -0.15

# 3
A molecular structure, C43H50N2O2Pt. Source: the OMol25 dataset; level of theory: the ωB97M-V functional and the def2-TZVPD basis.

Atoms and positions in Å:
Pt  -0.023  -0.005  -0.012
C  2.135  6.556  0.413
C  3.349  5.624  0.378
C  4.243  6.047  -0.797
C  4.123  5.799  1.691
C  2.945  4.159  0.204
C  1.626  3.771  0.073
C  1.292  2.427  -0.112
N  0.001  1.893  -0.254
C  -1.282  2.463  -0.241
C  -1.599  3.811  -0.370
C  -2.915  4.245  -0.304
C  -3.913  3.292  -0.107
C  -3.648  1.927  -0.011
C  -2.314  1.514  -0.108
O  -1.989  0.199  -0.093
C  -4.763  0.892  0.189
C  -4.518  0.117  1.493
C  -4.795  -0.083  -0.999
C  -6.146  1.542  0.287
C  -3.208  5.741  -0.442
C  -2.476  6.510  0.668
C  -4.701  6.051  -0.334
C  -2.714  6.239  -1.809
C  2.299  1.449  -0.099
O  1.939  0.148  -0.219
C  3.647  1.816  0.041
C  3.932  3.168  0.171
C  4.739  0.739  0.066
C  4.682  -0.097  -1.222
C  4.530  -0.169  1.288
C  6.145  1.339  0.166
H  2.472  7.589  0.531
H  1.473  6.323  1.250
H  1.558  6.499  -0.514
H  4.511  7.104  -0.709
H  3.723  5.900  -1.746
H  5.166  5.466  -0.824
H  4.415  6.845  1.822
H  5.031  5.193  1.706
H  3.507  5.503  2.543
H  0.846  4.506  0.145
H  -0.820  4.530  -0.564
H  -4.937  3.624  -0.040
H  -3.573  -0.424  1.460
H  -5.327  -0.601  1.659
H  -4.493  0.805  2.342
H  -3.869  -0.650  -1.072
H  -4.942  0.464  -1.934
H  -5.626  -0.785  -0.881
H  -6.213  2.228  1.136
H  -6.895  0.760  0.431
H  -6.404  2.087  -0.624
H  -2.795  6.156  1.652
H  -2.694  7.580  0.598
H  -1.394  6.381  0.598
H  -5.107  5.748  0.634
H  -5.273  5.554  -1.122
H  -4.855  7.128  -0.439
H  -1.637  6.101  -1.923
H  -2.932  7.304  -1.928
H  -3.210  5.693  -2.615
H  4.963  3.474  0.273
H  3.733  -0.623  -1.313
H  5.491  -0.833  -1.221
H  4.808  0.547  -2.096
H  3.558  -0.659  1.253
H  4.589  0.418  2.208
H  5.309  -0.938  1.321
H  6.368  1.992  -0.682
H  6.878  0.528  0.162
H  6.283  1.906  1.090
C  0.048  0.572  4.232
C  0.037  -0.743  4.679
C  0.017  -1.790  3.772
C  0.009  -1.522  2.406
C  0.021  -0.196  1.985
C  0.037  0.860  2.870
C  -0.012  -2.543  1.354
C  -0.005  -3.932  1.600
C  -0.017  -4.801  0.558
C  -0.033  -4.316  -0.766
C  -0.040  -5.169  -1.892
C  -0.052  -4.649  -3.151
C  -0.057  -3.250  -3.337
C  -0.052  -2.401  -2.269
C  -0.039  -2.917  -0.955
N  -0.032  -2.068  0.124
H  0.064  1.387  4.945
H  0.044  -0.953  5.740
H  0.002  -2.812  4.132
H  0.042  1.887  2.526
H  0.013  -4.291  2.618
H  -0.013  -5.871  0.733
H  -0.037  -6.241  -1.739
H  -0.057  -5.309  -4.009
H  -0.065  -2.842  -4.339
H  -0.055  -1.330  -2.416

As for the HOMO-LUMO gap: 5.970 eV. Its total energy is -55726.3530 eV. The LUMO energy comes out at -0.829 eV.

These are the Löwdin partial charges, in e, on atoms 1 to 6:
1 Pt 1.54
2 C -0.07
3 C -0.56
4 C -0.05
5 C -0.05
6 C -0.17

Number 2 is which compound? C43H50F6GeN6O2S2Ti

Number 3 is which compound? C43H50N2O2Pt